7
Properties=species:S:1:pos:R:3:forces:R:3 method="wB97M-V/def2-TZVPD" fmax_ha_per_bohr=0.083 e_tot_ev=-23227.771 multiplicity=1 gap_ev=8.778 e_above_lowest_ev=1.455
N 0.3329 -1.1020 -0.0217 3.13 -1.92 -2.15
F 1.3958 -0.6329 0.9658 -0.51 -1.08 -0.83
O -1.7598 0.4068 -0.7067 1.33 0.19 0.05
S -0.6188 0.8639 0.0448 -2.87 2.48 0.41
O 0.5028 1.4679 -0.6166 -0.74 -0.87 0.51
O 0.7738 -1.6780 -0.9206 -1.25 1.46 3.07
O -0.8443 1.0244 1.4526 0.91 -0.26 -1.05


7
Properties=species:S:1:pos:R:3:forces:R:3 method="wB97M-V/def2-TZVPD" fmax_ha_per_bohr=0.083 e_tot_ev=-23227.793 multiplicity=1 gap_ev=10.952 e_above_lowest_ev=1.433
N 1.1209 -0.4807 -0.8633 1.18 0.22 2.36
O -1.7056 -0.8664 1.4024 -0.32 -3.07 -0.22
O -1.7442 1.3356 0.3721 -0.04 -0.25 0.57
S -1.5712 0.5113 1.5379 0.16 3.37 -0.33
F 0.9714 0.2296 0.4929 0.35 -0.22 -0.66
O 0.1381 -0.5537 -1.4032 -3.88 0.27 -1.78
O 2.1875 -0.8630 -1.0205 2.56 -0.32 0.06